# C49H55N9O7

An isolated molecule of C49H55N9O7 (ωB97M-V/def2-TZVPD, the Open Molecules 2025 dataset).

Atoms and positions in Å:
C1 -12.8883 -3.4953 2.5425
H1 -13.4254 -2.5448 2.5623
H2 -13.5211 -4.2828 2.1417
H3 -12.5683 -3.7389 3.5573
O1 -11.7671 -3.4144 1.6750
C2 -10.8261 -2.5089 2.0335
O2 -10.8942 -1.8046 3.0094
N1 -9.8330 -2.4784 1.1159
H4 -9.8469 -3.1709 0.3841
C3 -8.6046 -1.7428 1.3354
C4 -8.3093 -0.8905 0.0962
O3 -7.3493 -1.0895 -0.6397
N2 -9.1748 0.1020 -0.1457
C5 -10.3632 0.4641 0.6045
C6 -10.7685 1.8150 0.0208
H5 -10.2035 2.6168 0.4942
C7 -10.3367 1.6972 -1.4374
H6 -11.0470 1.0960 -2.0055
H7 -10.2117 2.6669 -1.9104
C8 -9.0003 0.9722 -1.3187
C9 -7.8709 1.9265 -1.0905
N3 -7.9599 3.2269 -0.9295
C10 -6.6941 3.6632 -0.7398
C11 -5.8044 2.6068 -0.7757
N4 -6.5886 1.5070 -1.0082
H8 -6.3146 0.5353 -1.0726
C12 -4.3712 2.5494 -0.6024
C13 -3.7199 1.3255 -0.4366
C14 -2.3494 1.2805 -0.2698
C15 -1.5911 2.4614 -0.2420
C16 -2.2468 3.6782 -0.4176
C17 -3.6106 3.7232 -0.5998
H9 -4.1031 4.6716 -0.7422
H10 -1.6679 4.5885 -0.4081
C18 -0.1821 2.3299 0.0318
C19 0.7869 3.2088 0.4427
C20 1.9755 2.4568 0.6379
C21 3.2649 2.7906 1.0411
C22 4.2285 1.7955 1.1217
C23 3.8975 0.4659 0.7920
C24 2.6288 0.1084 0.3958
C25 1.6653 1.1060 0.3273
N5 0.3473 1.0568 -0.0213
C26 -0.4283 -0.0356 -0.5391
C27 -0.3837 -0.0846 -2.0637
C28 -1.4402 -0.6652 -2.7524
C29 -1.4253 -0.7200 -4.1340
C30 -0.3518 -0.2007 -4.8373
C31 0.7058 0.3726 -4.1529
C32 0.6923 0.4337 -2.7702
H11 1.5222 0.8850 -2.2470
H12 1.5470 0.7776 -4.6954
H13 -0.3390 -0.2434 -5.9162
H14 -2.2533 -1.1699 -4.6612
H15 -2.2738 -1.0704 -2.1987
O4 -1.7572 0.0540 -0.0752
H16 -0.0427 -0.9802 -0.1273
H17 2.3966 -0.9152 0.1412
H18 4.6598 -0.2978 0.8337
C33 5.5789 2.1287 1.5301
C34 6.2423 3.3359 1.6015
N6 7.5210 3.1548 2.0091
C35 7.6559 1.8642 2.2034
N7 6.5071 1.2028 1.9287
H19 6.4142 0.1971 1.9614
C36 8.9070 1.1508 2.5985
N8 9.4860 0.4862 1.4183
C37 8.8983 -0.5969 0.9020
O5 7.8981 -1.0971 1.4073
C38 9.4793 -1.1822 -0.3834
N9 8.9564 -2.5182 -0.5400
C39 9.7807 -3.5781 -0.6907
O6 10.9635 -3.5150 -0.9225
O7 9.0857 -4.7367 -0.5897
C40 9.8450 -5.9151 -0.8035
H20 10.2792 -5.9139 -1.8056
H21 10.6525 -5.9883 -0.0719
H22 9.1515 -6.7444 -0.6895
H23 8.0426 -2.6753 -0.1351
H24 10.5691 -1.2754 -0.3247
C41 9.1123 -0.2847 -1.5904
C42 7.5996 -0.1292 -1.7276
H25 7.1697 0.3237 -0.8373
H26 7.3673 0.5086 -2.5772
H27 7.1313 -1.0971 -1.8870
C43 9.7141 -0.8656 -2.8666
H28 10.7885 -0.9939 -2.7622
H29 9.2764 -1.8372 -3.0802
H30 9.5208 -0.2051 -3.7084
H31 9.5504 0.7023 -1.4115
C44 10.7232 1.1303 1.0357
C45 11.2632 1.6431 2.3681
H32 11.7289 0.8231 2.9168
C46 9.9966 2.1139 3.0795
H33 9.7254 3.1200 2.7608
H34 10.0951 2.1019 4.1621
H35 11.9924 2.4393 2.2400
H36 10.5153 1.9723 0.3653
H37 11.4011 0.4354 0.5420
H38 8.6651 0.3740 3.3347
H39 5.8843 4.3184 1.3703
H40 3.5090 3.8096 1.2954
H41 0.6666 4.2603 0.6077
H42 -4.2641 0.3942 -0.4175
H43 -6.5020 4.7041 -0.5764
H44 -8.7639 0.3436 -2.1861
H45 -11.8321 2.0087 0.1369
H46 -11.1488 -0.2811 0.4361
H47 -10.1655 0.5122 1.6764
H48 -8.8095 -1.0664 2.1742
C47 -7.4512 -2.6763 1.7635
C48 -7.1459 -3.7581 0.7292
H49 -6.3055 -4.3593 1.0681
H50 -6.8854 -3.3044 -0.2221
H51 -7.9965 -4.4221 0.5882
C49 -6.1996 -1.8612 2.0803
H52 -5.4342 -2.5039 2.5080
H53 -6.4224 -1.0703 2.7934
H54 -5.8037 -1.4136 1.1739
H55 -7.7896 -3.1643 2.6864

Atomic forces in eV per Å
-0.17 0.10 0.31
0.01 -0.10 0.01
0.03 0.04 0.01
-0.07 0.00 -0.08
0.36 0.04 -0.21
-0.29 -0.16 -0.23
-0.06 0.13 0.37
0.14 -0.14 -0.31
-0.08 -0.01 0.07
0.19 -0.22 0.33
-0.35 0.04 0.34
0.38 -0.20 -0.27
0.04 0.19 -0.25
-0.52 0.00 0.44
0.02 -0.09 -0.01
-0.03 0.03 0.03
0.09 0.04 0.09
0.02 -0.04 -0.03
-0.03 -0.01 -0.07
0.14 -0.12 -0.41
0.08 0.06 -0.08
-0.67 -0.23 -0.16
0.61 -0.31 0.06
-0.52 0.49 -0.03
0.15 0.09 -0.01
-0.12 0.03 0.00
0.57 -0.20 0.07
0.01 0.13 0.01
0.08 0.42 -0.08
-0.43 -0.37 -0.07
0.01 -0.22 0.02
-0.07 -0.06 0.02
-0.04 0.12 -0.03
0.06 0.12 -0.01
0.49 0.26 0.17
-0.41 -0.10 -0.19
0.04 -0.44 -0.16
0.09 -0.32 0.00
-0.40 -0.07 -0.08
0.00 0.11 0.02
-0.10 -0.10 -0.04
0.52 0.27 0.27
-0.33 0.16 0.16
0.34 -0.46 -0.33
-0.14 0.05 0.12
0.03 -0.05 0.06
-0.05 -0.06 -0.03
0.02 0.01 -0.08
0.06 0.00 -0.07
-0.02 -0.02 0.09
0.05 0.08 0.05
0.06 0.04 -0.05
0.00 0.00 -0.09
-0.07 -0.03 -0.05
-0.09 -0.02 0.02
-0.17 0.15 0.18
-0.07 0.30 -0.03
0.02 -0.11 -0.03
0.07 -0.10 -0.02
0.37 0.55 0.07
-0.46 -0.40 -0.17
0.63 -0.10 0.29
-0.05 0.09 0.09
-0.19 0.08 0.04
0.11 0.08 -0.02
-0.28 -0.14 0.20
-0.05 0.04 0.24
0.43 -0.18 -0.26
-0.36 -0.22 0.15
0.09 0.00 -0.12
-0.38 0.16 0.17
-0.25 -0.24 -0.09
0.39 -0.09 -0.04
-0.18 0.39 0.07
0.33 -0.16 -0.05
-0.04 -0.04 0.08
-0.07 -0.04 -0.07
0.03 0.04 0.00
0.13 -0.08 0.00
-0.16 0.07 0.02
-0.02 -0.13 -0.04
0.26 0.14 0.10
-0.16 0.07 0.08
-0.06 0.04 -0.08
-0.10 -0.12 -0.04
0.03 0.17 0.24
0.14 -0.05 -0.06
-0.04 -0.12 -0.06
-0.02 0.04 -0.10
0.00 -0.01 0.02
0.44 0.16 -0.22
-0.08 -0.04 -0.05
0.05 -0.03 -0.03
0.05 -0.02 -0.06
0.04 -0.01 0.06
-0.05 0.03 0.02
0.06 0.00 -0.01
0.08 -0.05 -0.02
-0.04 0.05 -0.04
0.08 0.13 -0.09
-0.20 0.17 -0.10
0.04 0.13 0.06
-0.10 0.22 0.05
-0.06 -0.14 0.00
0.18 0.21 0.06
-0.09 0.10 0.12
-0.03 0.01 0.06
0.03 0.08 0.07
-0.05 -0.05 -0.05
0.03 -0.07 -0.16
0.06 0.24 -0.22
-0.08 0.11 0.12
0.04 -0.13 0.03
0.05 -0.04 -0.07
-0.05 -0.15 -0.04
-0.16 -0.12 0.01
0.10 -0.03 0.08
0.04 0.12 0.11
0.09 0.05 -0.05
-0.05 0.10 -0.07

As for the spin multiplicity: 1. For the strongest force on any atom, the calculation gives 0.73 eV Å⁻¹. Its HOMO energy is -0.2687 Ha. The energy relative to the best compared isomer or geometry (same formula, charge and spin) comes out at 0.0000 eV. The total energy comes out at -2919.9029 a.u. For the gap between HOMO and LUMO, the calculation gives 7.56 eV. Its LUMO energy is 0.24 eV.

Atomic partial charges in e from the natural (NBO) method, atoms 1 to 4: -0.25, 0.19, 0.20, 0.19

# C8H15N6

The ion C8H15N6 with charge +1 in a non-equilibrium geometry (ωB97M-V/def2-TZVPD, the Open Molecules 2025 dataset).

Atoms and positions in Å:
C1 -1.2928 -0.6321 -2.6962
C2 -0.2296 0.0630 -2.0725
C3 -0.1584 0.1170 -0.6877
C4 -1.9405 -1.4571 -0.6912
C5 1.7970 1.0689 -2.5813
C6 1.7917 1.4385 1.9322
C7 0.8909 -0.8837 1.9106
C8 -0.6196 1.1157 2.0905
N1 -2.1045 -1.4331 -2.0861
N2 -1.0464 -0.6879 -0.0032
N3 0.7309 0.4437 -2.9407
N4 0.7288 0.8156 0.0107
N5 -2.7681 -2.3075 -0.0450
N6 0.6690 0.5700 1.4386
H1 -1.3024 -0.6900 -3.7665
H2 2.7331 1.2281 -3.2032
H3 1.7672 1.1275 -1.5347
H4 1.6614 1.6049 2.9969
H5 2.7395 1.0089 1.9913
H6 1.8069 2.4632 1.4651
H7 1.7650 -1.1898 1.3494
H8 1.0224 -1.0102 2.9615
H9 0.0744 -1.5683 1.5043
H10 -1.0110 1.7860 1.3852
H11 -1.2892 0.2525 2.1262
H12 -0.4044 1.5855 3.0394
H13 0.5694 0.0190 -3.9391
H14 -3.3738 -2.6496 -0.8379
H15 -3.2070 -2.1988 0.8832

Atomic forces in eV per Å
1.11 -0.87 1.10
-2.07 -0.72 -1.26
-0.94 -1.25 2.43
1.49 2.27 0.28
1.51 -0.65 -1.66
-1.10 1.88 1.28
-0.59 -0.80 -2.61
0.44 -1.76 -0.41
-0.46 -0.12 1.77
-1.73 -0.94 -1.66
1.20 -0.24 -3.41
-0.14 -0.68 -0.52
-1.37 -0.49 -1.92
0.18 0.62 1.47
-0.22 0.28 -0.68
-1.78 -0.20 0.53
0.86 1.15 1.42
-0.61 0.10 0.24
1.52 -1.19 -1.21
-0.22 -1.45 0.09
0.47 -0.08 0.26
0.07 0.57 0.72
0.96 1.43 0.92
-0.56 1.18 -0.72
0.08 0.46 0.40
0.06 -0.14 0.10
0.66 1.51 2.16
0.31 -0.03 1.84
0.88 0.18 -0.98

As for the spin multiplicity: 1. For the strongest force on any atom, the calculation gives 3.62 eV Å⁻¹. Its HOMO energy is -0.4284 Ha. The energy relative to the best compared isomer or geometry (same formula, charge and spin) comes out at 2.8954 eV. The total energy comes out at -642.0316 a.u. As for the total charge: +1. For the gap between HOMO and LUMO, the calculation gives 7.97 eV. Its LUMO energy is -3.69 eV.

Atomic partial charges in e from the natural (NBO) method, atoms 1 to 4: 0.14, -0.10, 0.39, 0.60

# C20H21N7O3S

An isolated molecule of C20H21N7O3S in a non-equilibrium geometry (ωB97M-V/def2-TZVPD, the Open Molecules 2025 dataset).

Atoms and positions in Å:
N1 3.5797 1.1670 -0.0540
C1 2.7350 0.3815 0.0033
C2 1.7204 -0.5728 -0.0514
C3 1.9774 -1.9568 -0.1489
N2 3.1940 -2.5422 -0.0233
C4 4.3333 -1.9345 0.6205
C5 5.4884 -1.6396 -0.3596
O1 5.0560 -1.0052 -1.5360
C6 3.3235 -3.9338 -0.4175
C7 3.2779 -4.1052 -1.9463
O2 4.4262 -3.6443 -2.5987
N3 0.9710 -2.8244 -0.3603
C8 -0.2678 -2.4248 -0.5244
N4 -1.1788 -3.4253 -0.7140
C9 -0.6505 -1.0510 -0.5170
C10 -1.9590 -0.5705 -0.7875
N5 -2.9695 -1.4024 -1.2145
N6 -2.3155 0.6926 -0.6146
C11 -1.3653 1.5243 -0.2054
C12 -0.0241 1.2172 -0.0251
C13 0.3768 -0.1129 -0.1904
C14 0.6832 2.4691 0.3814
C15 -0.4388 3.4925 0.4435
O3 -0.3747 4.6563 0.7536
N7 -1.5963 2.8546 0.0614
C16 -2.8982 3.4782 0.0403
C17 -3.8817 2.7051 0.8522
C18 -5.1306 2.2992 0.5019
C19 -5.7817 1.5695 1.5224
C20 -5.0127 1.4263 2.6294
S1 -3.4794 2.1855 2.4558
H1 4.0181 -1.0151 1.1124
H2 4.7080 -2.6157 1.3945
H3 6.2432 -1.0385 0.1623
H4 5.9511 -2.5749 -0.6851
H5 4.7285 -0.1206 -1.3133
H6 2.5048 -4.5098 0.0214
H7 4.2762 -4.3100 -0.0443
H8 3.2112 -5.1719 -2.1767
H9 2.3757 -3.6089 -2.3288
H10 4.5316 -2.6933 -2.4338
H11 -2.1126 -3.2653 -0.3691
H12 -0.7977 -4.3461 -0.5543
H13 -2.7129 -2.0914 -1.9061
H14 -3.8039 -0.8785 -1.4418
H15 1.1780 2.3920 1.3516
H16 1.4388 2.7950 -0.3364
H17 -2.7520 4.4896 0.4390
H18 -3.2613 3.5477 -0.9912
H19 -5.5741 2.5140 -0.4537
H20 -6.7753 1.1689 1.4294
H21 -5.2459 0.9211 3.5454

Atomic forces in eV per Å
0.07 0.07 0.10
0.62 0.59 -0.27
-0.60 -0.61 0.11
0.01 0.20 0.16
-0.21 0.06 0.00
0.42 0.32 -0.08
-0.03 -0.14 0.47
-0.08 0.20 -0.28
-0.18 -0.45 -0.51
-0.25 -0.16 0.37
0.45 0.28 -0.07
-0.20 -0.26 -0.08
0.22 0.06 -0.06
-0.07 -0.10 0.02
0.10 0.17 0.04
0.19 0.27 0.21
-0.24 -0.13 -0.10
-0.16 0.14 -0.11
0.65 -0.79 -0.16
-0.20 -0.21 -0.11
-0.38 0.15 0.02
0.25 0.01 0.05
0.36 0.29 0.10
0.06 0.05 0.05
-0.44 -0.05 -0.11
-0.10 0.25 -0.10
-0.12 -0.05 0.40
0.28 0.26 0.01
-0.07 -0.10 0.19
0.29 0.06 0.09
-0.40 0.03 -0.39
0.14 -0.23 0.05
-0.06 0.07 -0.02
-0.02 -0.11 -0.02
-0.01 0.06 0.12
0.00 -0.07 -0.07
0.21 -0.03 0.02
-0.01 0.04 0.01
-0.10 0.05 0.04
0.07 -0.13 0.05
-0.10 0.00 -0.11
-0.03 -0.01 -0.05
-0.01 0.07 0.04
-0.02 0.01 0.01
0.07 -0.04 -0.03
-0.02 0.12 -0.01
-0.04 0.10 0.08
-0.02 -0.17 -0.17
0.01 0.05 0.14
-0.02 0.04 -0.23
-0.17 -0.08 0.03
-0.10 -0.12 0.17

As for the spin multiplicity: 1. For the strongest force on any atom, the calculation gives 1.03 eV Å⁻¹. Its HOMO energy is -0.2916 Ha. The energy relative to the best compared isomer or geometry (same formula, charge and spin) comes out at 0.0000 eV. The total energy comes out at -1782.0150 a.u. For the gap between HOMO and LUMO, the calculation gives 8.08 eV. Its LUMO energy is 0.15 eV.

Atomic partial charges in e from the natural (NBO) method, atoms 1 to 4: -0.42, 0.33, -0.42, 0.51

# CH3BCl2

An isolated molecule of CH3BCl2 in a non-equilibrium geometry (ωB97M-V/def2-TZVPD, the Open Molecules 2025 dataset).

Atoms and positions in Å:
B1 -0.8834 0.1224 0.4398
C1 0.3925 -0.0293 -0.3375
Cl1 1.3487 1.3634 0.0911
Cl2 1.4562 -1.4324 0.0211
H1 -1.7986 0.3170 -0.1722
H2 -0.8862 -0.3745 1.4184
H3 0.3709 0.0334 -1.4607

Atomic forces in eV per Å
0.50 -0.65 -1.40
-3.30 -0.05 -3.19
3.42 1.23 0.92
1.59 0.06 0.67
-1.90 0.56 -1.07
-0.16 -0.90 2.91
-0.15 -0.25 1.17

As for the spin multiplicity: 3. For the strongest force on any atom, the calculation gives 4.59 eV Å⁻¹. Its HOMO energy (alpha / beta) is -0.2101 / -0.4034 Ha. The energy relative to the best compared isomer or geometry (same formula, charge and spin) comes out at 0.8209 eV. The total energy comes out at -984.8759 a.u. For the gap between HOMO and LUMO (alpha / beta), the calculation gives 6.16 / 5.05 eV. Its LUMO energy (alpha / beta) is 0.44 / -5.92 eV.

Atomic partial charges in e from the natural (NBO) method, atoms 1 to 4: -0.13, -0.57, 0.28, 0.27

# C3H4FN3S

An isolated molecule of C3H4FN3S in a non-equilibrium geometry (ωB97M-V/def2-TZVPD, the Open Molecules 2025 dataset).

Atoms and positions in Å:
F1 -1.2415 1.9739 0.9077
C1 -0.2610 1.0173 1.1556
C2 0.2801 0.2345 -0.0552
C3 1.5416 0.1083 -0.5137
N1 1.5493 -0.8385 -1.5168
N2 0.3961 -1.2716 -1.6936
N3 -0.4687 -0.6335 -0.8336
S1 -2.1441 -1.0375 -0.8889
H1 -0.6088 0.3439 1.9500
H2 0.6195 1.5470 1.6055
H3 2.4403 0.5772 -0.1287
H4 -2.1026 -2.0211 0.0117

Atomic forces in eV per Å
0.37 -0.65 -0.33
1.52 0.05 0.16
-2.09 0.66 0.91
0.48 -0.11 0.16
1.58 0.79 0.59
-2.12 -0.50 -0.49
0.61 -0.27 0.04
0.73 0.61 0.06
-0.28 0.01 -0.44
-0.70 -0.31 -0.51
-0.19 -0.10 -0.30
0.07 -0.19 0.15

As for the spin multiplicity: 1. For the strongest force on any atom, the calculation gives 2.37 eV Å⁻¹. Its HOMO energy is -0.3730 Ha. The energy relative to the best compared isomer or geometry (same formula, charge and spin) comes out at 1.8081 eV. The total energy comes out at -778.9705 a.u. For the gap between HOMO and LUMO, the calculation gives 10.66 eV. Its LUMO energy is 0.51 eV.

Atomic partial charges in e from the natural (NBO) method, atoms 1 to 4: -0.35, 0.03, 0.07, -0.13

# C8H6N2O4Pr

A structure of composition C8H6N2O4Pr in a non-equilibrium geometry (ωB97M-V/def2-TZVPD, the Open Molecules 2025 dataset).

Atoms and positions in Å:
O1 0.4239 -3.1625 -2.5975
C1 0.5431 -2.0531 -2.3124
Pr1 0.8824 0.4330 -1.5446
O2 -2.2099 0.0808 -4.0156
C2 -1.3106 0.1903 -3.3184
C3 2.6692 0.2073 -3.5836
O3 3.4716 0.1103 -4.4022
C4 0.4585 2.9430 -2.3443
O4 0.3253 4.0392 -2.6727
C5 -0.2753 0.6565 3.6672
N1 -0.3700 -0.0213 2.3682
C6 -0.8778 -1.3173 2.2006
C7 -0.8046 -1.5930 0.8607
N2 -0.2384 -0.4852 0.2065
C8 -0.0058 0.4456 1.1710
H1 -1.2675 0.7464 4.1186
H2 0.3651 0.0848 4.3453
H3 0.1483 1.6458 3.5110
H4 -1.2461 -1.9214 3.0234
H5 -1.0925 -2.4743 0.3102
H6 0.4110 1.4452 1.0085

Atomic forces in eV per Å
0.46 4.76 1.22
-0.45 -5.43 -1.42
-0.34 -0.15 0.51
3.16 0.36 2.45
-3.12 -0.25 -2.37
3.80 -0.57 -3.80
-3.42 0.43 3.43
-0.71 5.56 -1.61
0.56 -4.84 1.41
0.03 0.30 0.46
-0.16 -0.69 -0.56
0.29 0.66 -0.97
0.32 0.60 0.28
-0.12 -0.25 0.28
-0.26 -0.56 0.77
0.11 -0.02 -0.23
-0.05 0.02 -0.26
-0.03 -0.01 0.07
0.09 0.22 -0.09
-0.03 -0.01 0.14
-0.16 -0.13 0.30

As for the spin multiplicity: 3. For the strongest force on any atom, the calculation gives 5.83 eV Å⁻¹. Its HOMO energy (alpha / beta) is -0.7558 / -0.7560 Ha. The energy relative to the best compared isomer or geometry (same formula, charge and spin) comes out at 0.0000 eV. The total energy comes out at -1234.8004 a.u. As for the total charge: +3. For the gap between HOMO and LUMO (alpha / beta), the calculation gives 6.68 / 7.34 eV. Its LUMO energy (alpha / beta) is -13.89 / -13.23 eV.

Atomic partial charges in e from the Löwdin method, atoms 1 to 4: 0.25, 0.01, 1.40, 0.23